{
  "formula": "C21H31N8OV",
  "method": "ωB97M-V with the def2-TZVPD basis set",
  "total_charge": 1,
  "e_above_lowest_kcal_mol": 8.3,
  "e_homo_ha": [-0.3274, -0.3765],
  "homo_lumo_gap_ev": [7.2, 8.5],
  "multiplicity": 4,
  "species": ["V", "C", "N", "C", "C", "N", "C", "C", "N", "C", "C", "N", "C", "N", "C", "C", "C", "N", "C", "H", "H", "H", "H", "H", "H", "H", "H", "H", "H", "H", "H", "H", "H", "H", "H", "H", "H", "H", "H", "H", "H", "H", "H", "O", "C", "C", "C", "C", "C", "C", "C", "N", "C", "C", "N", "H", "H", "H", "H", "H", "H", "H"],
  "positions_angstrom": [[-0.040041, 0.222857, -0.037844], [2.754588, -4.155613, 1.213540], [2.409476, -3.034915, 2.064659], [2.683296, -3.171264, 3.490439], [2.075996, -1.899485, 4.070990], [1.108968, -1.541170, 3.051087], [0.279252, -0.377479, 3.240635], [1.445444, -2.088492, 1.843173], [0.919732, -1.704944, 0.721589], [0.958145, -2.506862, -0.491891], [-0.070163, -1.912720, -1.449403], [0.337160, -0.566357, -1.843503], [0.796954, -0.273357, -3.027828], [0.956422, 1.011608, -3.448640], [0.727105, 2.202010, -2.669416], [1.727476, 1.084140, -4.674460], [1.559380, -0.323563, -5.223562], [1.233537, -1.103790, -4.030350], [0.922703, -2.503991, -4.259763], [3.664123, -4.604285, 1.607938], [2.956877, -3.833024, 0.196160], [1.976721, -4.925339, 1.201769], [3.757687, -3.236228, 3.657873], [2.211338, -4.072028, 3.896961], [2.827871, -1.111395, 4.197256], [1.583109, -2.069017, 5.026888], [-0.125779, -0.405385, 4.251592], [-0.549914, -0.398089, 2.536791], [0.839077, 0.554910, 3.115238], [0.705536, -3.554832, -0.300586], [1.937093, -2.469641, -0.985702], [-1.031343, -1.831807, -0.918452], [-0.231291, -2.579214, -2.290137], [-0.114078, 2.047645, -1.997867], [0.482075, 3.015876, -3.351201], [1.604187, 2.491385, -2.082428], [2.776072, 1.325553, -4.467371], [1.319261, 1.845025, -5.338127], [2.468089, -0.710075, -5.681624], [0.744347, -0.376517, -5.953219], [1.412461, -2.796032, -5.186282], [-0.148664, -2.685722, -4.381415], [1.323288, -3.142447, -3.474568], [-1.617612, 0.995275, 0.452662], [-1.989375, 2.107328, 1.054612], [-3.346567, 2.314423, 1.361125], [-3.769011, 3.465413, 1.983060], [-2.850899, 4.462041, 2.322697], [-1.519390, 4.279926, 2.041526], [-1.054598, 3.111027, 1.416940], [0.351759, 2.887221, 1.175545], [0.897033, 1.768575, 0.683503], [2.268543, 1.947832, 0.691692], [2.559754, 3.177681, 1.176771], [1.350552, 3.757433, 1.479043], [-4.041394, 1.532636, 1.083355], [-4.819615, 3.598018, 2.206564], [-3.185149, 5.368867, 2.807632], [-0.814077, 5.058940, 2.309553], [2.934458, 1.173456, 0.349171], [3.495657, 3.683095, 1.335335], [1.226900, 4.690775, 1.826886]],
  "forces_ev_per_angstrom": [[0.41, -1.84, 0.51], [0.02, 0.00, -0.10], [0.13, 0.01, 0.08], [-0.05, -0.04, 0.03], [0.06, -0.08, -0.05], [0.11, 0.02, -0.13], [0.04, 0.02, -0.08], [0.09, -0.04, 0.16], [-0.42, 0.63, -0.29], [0.00, -0.21, -0.03], [0.31, -0.35, -0.24], [0.25, -0.32, -1.09], [0.02, -0.05, -0.09], [-0.04, -0.06, 0.01], [0.03, -0.05, 0.10], [0.01, -0.05, 0.03], [-0.02, 0.02, -0.01], [0.09, 0.04, -0.13], [0.06, -0.03, 0.06], [0.03, 0.02, 0.00], [0.04, -0.07, 0.11], [0.02, -0.01, 0.02], [-0.01, -0.04, 0.03], [-0.04, 0.01, -0.02], [-0.01, 0.00, -0.01], [0.01, 0.03, 0.01], [-0.02, -0.01, -0.01], [-0.05, 0.04, 0.00], [-0.02, 0.01, -0.02], [-0.01, 0.06, -0.05], [-0.05, -0.01, -0.03], [-0.01, -0.11, -0.04], [-0.21, 0.02, 0.12], [-0.05, 0.03, 0.02], [-0.02, -0.01, 0.00], [0.00, -0.01, 0.03], [0.00, -0.02, 0.00], [0.03, 0.01, 0.00], [-0.02, 0.01, -0.04], [0.00, 0.00, 0.01], [0.02, 0.02, 0.00], [0.02, 0.00, 0.00], [-0.03, 0.00, 0.00], [-1.69, 0.82, 0.51], [0.02, 0.37, 0.14], [0.12, -0.09, -0.09], [0.06, -0.03, -0.03], [-0.08, 0.13, 0.07], [0.20, -0.07, -0.08], [-0.49, -0.15, -0.04], [0.35, -0.14, -0.02], [0.88, 1.51, 0.61], [0.10, 0.11, 0.05], [0.06, -0.07, -0.02], [-0.12, -0.03, -0.07], [-0.01, 0.01, 0.01], [0.01, 0.01, 0.00], [0.01, 0.00, -0.01], [-0.05, 0.01, 0.05], [0.00, 0.02, 0.00], [-0.02, 0.00, -0.01], [-0.05, 0.01, 0.06]]
}



{
  "formula": "C8H13F2NO",
  "method": "ωB97M-V with the def2-TZVPD basis set",
  "total_charge": 0,
  "e_above_lowest_kcal_mol": 0.0,
  "e_homo_ha": [-0.2795, -0.3178],
  "homo_lumo_gap_ev": [6.3, 8.6],
  "species": ["C", "C", "C", "C", "C", "C", "C", "C", "N", "O", "F", "F", "H", "H", "H", "H", "H", "H", "H", "H", "H", "H", "H", "H", "H"],
  "positions_angstrom": [[2.002518, -0.051245, -0.335131], [1.276252, -1.114061, -1.134058], [0.099483, -1.785837, -0.401618], [-1.201579, -1.129439, -0.986042], [-1.817992, 0.071692, -0.159281], [-1.053630, 1.216567, -0.587471], [-1.785879, -0.049095, 1.337282], [1.772447, 1.725361, 1.263917], [1.197699, 0.608860, 0.573031], [3.215282, 0.123136, -0.332454], [-1.046869, 2.389079, 0.100202], [-0.446982, 1.377828, -1.738526], [1.068557, -0.564245, -2.130520], [1.924777, -1.847207, -1.348089], [0.188745, -2.902984, -0.488211], [0.065002, -1.731529, 0.624351], [-1.011718, -0.811809, -1.931889], [-2.093549, -1.720555, -1.067331], [-2.787642, 0.248184, -0.635709], [-2.743679, 0.174156, 1.886121], [-1.070889, 0.645021, 1.622780], [-1.464948, -0.969582, 1.776329], [1.570962, 1.496636, 2.255917], [2.874635, 2.010573, 0.979740], [1.268995, 2.590493, 0.856665]],
  "forces_ev_per_angstrom": [[-0.43, 0.39, 1.75], [-1.33, 2.93, 0.14], [-1.27, -0.20, -3.15], [-1.10, -1.24, 3.40], [0.58, -0.94, -1.85], [4.34, 2.58, 2.13], [-2.38, 0.12, 1.05], [1.61, 0.70, -2.91], [-0.38, -0.77, -1.51], [0.05, -0.38, -0.83], [-0.71, -1.44, -1.31], [-1.26, 0.13, 0.03], [-0.28, -1.22, 1.41], [2.79, -2.41, -0.98], [-0.54, 0.91, -0.84], [0.53, 0.98, 2.37], [0.51, 0.90, -2.72], [-0.05, -1.26, 0.05], [-0.57, -0.26, 0.42], [0.73, 0.04, -0.95], [1.23, 1.22, 1.15], [0.24, -0.91, -0.45], [0.10, 0.61, 2.18], [-1.77, -1.22, 0.81], [-0.65, 0.73, 0.60]]
}



{
  "formula": "C3H9NO3",
  "method": "ωB97M-V with the def2-TZVPD basis set",
  "total_charge": 0,
  "e_above_lowest_kcal_mol": 130.0,
  "e_homo_ha": -0.3361,
  "homo_lumo_gap_ev": 6.4,
  "species": ["O", "C", "C", "C", "O", "N", "H", "H", "H", "H", "H", "H", "H", "H", "H", "O"],
  "positions_angstrom": [[2.207372, 0.866326, -0.718268], [2.256862, -0.345737, -0.705326], [1.504539, -1.261642, 0.134559], [-2.357091, 0.240894, -0.451537], [-1.483898, -0.118511, 0.530172], [0.669796, -0.729830, 0.960880], [2.978386, -0.761310, -1.430899], [1.524402, -2.349194, 0.075194], [-2.602997, 1.328762, -0.416355], [-2.073974, -0.065817, -1.477046], [-3.376557, -0.194953, -0.372125], [-0.282910, -0.395451, 0.520589], [0.532587, -1.172139, 1.854394], [-0.560871, 1.325913, 0.608375], [0.964807, 1.612978, 0.390596], [0.099544, 2.019704, 0.496796]],
  "forces_ev_per_angstrom": [[-0.24, -0.87, 0.79], [1.29, 1.13, -2.94], [-1.52, -0.37, 1.58], [-1.47, 0.52, -1.42], [0.44, -0.82, 1.32], [4.17, -1.11, 0.83], [-0.12, -0.65, 0.28], [1.31, 0.00, 0.16], [0.64, -0.36, -0.33], [0.31, 0.40, 0.18], [0.48, -0.41, 0.53], [-4.01, 2.42, -1.08], [-0.99, -1.06, -0.18], [-0.08, -0.15, 0.16], [-0.38, 0.08, -0.04], [0.16, 1.25, 0.15]]
}